Entry 1:
DFT (wB97M-V/def2-TZVPD) results for a structure of composition C31H57BaN4O2P2.

As for the total charge: +1. Its multiplicity is 1. The calculation puts the energy above the lowest of the compared OMol25 structures with the same formula, charge and spin at 412.2 kJ/mol.

Atoms and positions in Å:
C  -0.8721  -1.1423  -2.3498
C  -0.2324  -2.1994  -0.3127
C  -1.5583  -2.2718  -2.7953
C  -0.9802  -3.3358  -0.7124
C  -1.6207  -3.3826  -1.9423
H  -1.9736  -2.2299  -3.8134
H  -0.9635  -4.2255  -0.0891
H  -2.1836  -4.2540  -2.2893
N  -0.3372  -1.0430  -1.0929
P  -0.7292  1.7299  -2.6630
P  1.0221  -1.6888  2.5121
C  -0.8132  0.0066  -3.3946
H  0.0069  -0.1461  -4.1272
H  -1.7553  -0.0132  -3.9865
C  1.6787  3.0777  2.0046
O  2.5395  3.6253  2.5246
C  0.6637  -2.4144  0.8760
H  0.3194  -3.3390  1.2933
C  2.0153  -3.2430  3.1561
C  -0.2114  -0.8473  3.8642
C  0.7752  2.5891  -3.4817
C  -2.4640  2.3863  -3.0289
C  3.4511  -2.7223  3.2815
H  3.5457  -1.9576  4.0610
H  4.1294  -3.5595  3.5163
H  3.7715  -2.2662  2.3374
C  1.4759  -3.7917  4.4798
H  1.4678  -3.0636  5.3019
H  0.4587  -4.2003  4.3629
H  2.1168  -4.6366  4.7904
C  2.0623  -4.4205  2.1551
H  2.9564  -5.0320  2.3359
H  1.2006  -5.1005  2.2023
H  2.0930  -4.0498  1.1142
C  0.6385  -0.4537  5.0840
H  1.3770  0.3186  4.8267
H  -0.0390  -0.0399  5.8480
H  1.1765  -1.2971  5.5426
C  -0.8510  0.4093  3.2488
H  -0.1093  1.2052  3.0303
H  -1.5232  0.1701  2.3984
H  -1.5154  0.8579  3.9952
C  -1.2905  -1.8805  4.1923
H  -0.8866  -2.7727  4.6915
H  -2.0148  -1.4132  4.8785
H  -1.8420  -2.1852  3.2866
C  -2.5789  3.8200  -2.4631
H  -3.5467  4.2444  -2.7678
H  -2.5459  3.8280  -1.3607
H  -1.7962  4.4920  -2.8446
C  -3.4693  1.4746  -2.2779
H  -3.3582  0.4117  -2.5398
H  -3.3614  1.5753  -1.1841
H  -4.4965  1.7829  -2.5383
C  -2.7855  2.3922  -4.5332
H  -3.8056  2.7910  -4.6696
H  -2.0966  3.0279  -5.1034
H  -2.7645  1.3860  -4.9740
C  1.8129  1.5655  -3.9794
H  1.4644  1.0087  -4.8609
H  2.7385  2.0923  -4.2727
H  2.0759  0.8398  -3.1999
C  1.4193  3.4621  -2.3756
H  1.8414  2.8565  -1.5539
H  2.2586  4.0276  -2.8057
H  0.7098  4.1923  -1.9549
C  0.3429  3.4572  -4.6658
H  -0.0428  2.8483  -5.4935
H  -0.4191  4.1972  -4.3930
H  1.2224  4.0060  -5.0441
Ba  -0.2221  1.3882  0.3725
N  1.9712  -0.1116  0.7842
C  2.1771  -1.3101  0.4662
C  3.3506  -1.8772  -0.4361
C  3.6048  -3.3620  -0.4021
C  2.9445  -1.5040  -1.8576
C  4.5852  -1.1416  0.0880
H  3.8405  -3.7088  0.6069
H  2.7666  -3.9190  -0.8414
H  4.5018  -3.5812  -1.0124
H  2.7256  -0.4391  -1.9863
H  3.7013  -1.7973  -2.6079
H  2.0142  -2.0138  -2.1200
H  5.4550  -1.2902  -0.5423
H  4.3814  -0.0662  0.2377
H  4.8417  -1.4907  1.0948
C  -5.3638  2.0051  1.4027
N  -4.6252  3.1981  1.7696
C  -3.2969  3.3770  1.6555
N  -2.8128  4.5438  2.1470
O  -2.5252  2.5225  1.1224
H  -4.6614  1.2506  1.0103
H  -6.1096  2.2500  0.6380
H  -5.8847  1.6033  2.2792
H  -5.1325  3.9697  2.2311
H  -1.8029  4.7078  2.0992
H  -3.4187  5.2599  2.5433

Forces on atoms 1 to 6 (eV/Å):
-0.40 0.02 0.31
-0.88 0.81 -0.48
0.54 0.11 0.17
0.27 -0.04 -0.52
-0.31 0.45 -0.37
0.11 -0.40 0.66



Entry 2:
DFT (wB97M-V/def2-TZVPD) results for a structure of composition C35H36BBrCrN3O3PSe2.

Its multiplicity is 5. Its expectation value of S² is 6.026. The calculation puts the energy above the lowest of the compared OMol25 structures with the same formula, charge and spin at 0.0 kJ/mol.

Atoms and positions in Å:
Cr  1.5243  0.1873  1.5789
Se  2.7145  -0.4626  -0.6478
P  1.2191  -1.7509  -1.7474
Se  0.2379  0.0430  4.0437
C  2.0377  -2.4303  -3.2371
C  1.3697  -3.5385  -3.8137
C  1.9909  -4.2512  -4.7997
C  3.2115  -3.8930  -5.3141
C  3.8418  -2.7121  -4.8394
C  3.2645  -2.0008  -3.7988
C  1.2496  -3.2084  -0.6150
C  2.2915  -4.1845  -0.5777
C  2.3019  -5.1515  0.4668
C  1.2798  -5.1485  1.4460
C  0.2035  -4.1752  1.3912
C  0.2210  -3.2619  0.3250
H  0.3331  -3.8011  -3.4936
H  1.3834  -5.0134  -5.2364
H  3.6059  -4.5035  -6.0911
H  4.8215  -2.4562  -5.1759
H  3.8052  -1.1762  -3.3525
H  2.9276  -4.3193  -1.3731
H  3.0303  -5.9500  0.5095
H  1.2512  -5.8421  2.3155
H  -0.5970  -4.1761  2.1524
H  -0.5296  -2.4864  0.3137
C  -1.0778  1.2555  -1.4792
C  -0.5793  1.7686  -0.1698
O  -0.1580  1.0257  0.6790
N  -0.6841  3.1648  -0.0428
C  -0.2171  3.8004  1.1924
C  1.2766  4.1536  1.0324
C  1.7737  5.4301  1.0818
C  3.0887  5.7247  0.8514
C  3.9147  4.6428  0.4970
C  3.3375  3.4135  0.4221
N  2.0905  3.1493  0.7254
H  -1.9665  1.9155  -1.9415
H  -1.1893  0.1694  -1.3797
H  -0.2611  1.3016  -2.1903
H  -1.1523  3.6917  -0.7750
H  -0.2753  3.1210  2.0876
H  -0.7957  4.7183  1.4015
H  1.2732  6.3251  1.3246
H  3.3968  6.7528  0.8080
H  5.0001  4.7545  0.2634
H  3.9380  2.5542  0.1059
C  -5.1206  3.2452  -0.9046
C  -5.6426  1.8129  -0.7673
C  -6.9318  1.8468  0.0697
C  -5.9194  1.3330  -2.1528
C  -4.6300  0.8806  -0.0998
C  -4.3449  -0.4453  -0.4272
C  -3.4199  -1.3021  0.2705
C  -2.7878  -0.7528  1.3940
O  -1.6540  -1.0669  2.1342
B  -1.2873  0.0328  2.8941
O  -2.2225  1.0909  2.7383
C  -3.1140  0.6033  1.7335
C  -4.0300  1.3570  1.0642
H  -5.8661  3.9046  -1.3291
H  -4.2723  3.2275  -1.6300
H  -4.7251  3.5962  0.0280
H  -7.6893  2.5654  -0.3005
H  -6.6069  2.1769  1.0507
H  -7.4252  0.8796  0.0592
H  -6.5917  2.0731  -2.6490
H  -6.4805  0.4507  -2.1663
H  -5.0279  1.0546  -2.7220
H  -4.9000  -0.8846  -1.1395
H  -3.3683  -2.3529  0.0835
H  -4.0974  2.3819  1.3935
Br  3.7772  1.8262  3.2792
C  3.9431  -0.0559  3.4014
C  4.9691  -0.6082  4.1507
C  5.2688  -1.9547  3.9496
C  4.5006  -2.6888  3.0045
C  3.5145  -2.0685  2.3292
N  3.1924  -0.7672  2.6130
H  5.5167  0.0497  4.8420
H  6.0366  -2.3728  4.5391
H  4.8019  -3.7143  2.8384
H  2.9101  -2.5234  1.5038

Forces on atoms 1 to 6 (eV/Å):
-0.28 -0.23 0.38
0.05 0.16 -0.21
-0.48 0.24 0.33
0.58 0.25 -0.84
0.52 -0.39 -0.21
-0.38 1.36 1.15



Entry 3:
DFT (wB97M-V/def2-TZVPD) results for an isolated molecule of C3H8N4O.

The structure (SMILES) is C=NN/C(=N/N)OC. Its multiplicity is 1. The calculation puts the energy above the lowest of the compared OMol25 structures with the same formula, charge and spin at 410.0 kJ/mol.

Atoms and positions in Å:
C  -1.1376  -0.9646  1.0153
C  -0.0114  0.0330  -0.7735
C  0.6417  1.5074  1.5918
H  -1.7348  -1.6931  0.4536
H  -0.8660  -1.4232  2.0106
H  -1.6331  -0.0248  1.0790
H  -0.6550  1.9619  -1.2523
H  0.8932  2.1817  2.3840
H  1.0743  0.5321  1.5951
H  1.4394  -1.3776  -3.0146
H  1.3357  -1.8201  -1.4356
N  -0.4881  1.3433  -0.4254
N  -0.1497  2.0501  0.7456
N  0.3759  -0.1167  -1.9982
N  0.8214  -1.3944  -2.2532
O  0.0941  -0.7948  0.2779

Forces on atoms 1 to 6 (eV/Å):
0.73 -1.74 0.34
0.36 3.01 -1.07
-0.63 1.26 0.01
-0.11 0.22 0.24
-0.29 0.76 -1.09
-0.49 0.58 0.38



Number 1: energy -2292.824403 Ha. Number 2: energy -10533.002556 Ha. Number 3: energy -413.259882 Ha.